[1]
ORCA calculation (the ωB97M-V functional and the def2-TZVPD basis) on a 2-piece molecular cluster, C5H8O2S overall.

As for the SMILES: CS/C=C/O.C=C=O. The value obtained for the LUMO energy is 0.57 eV. The calculation puts the total energy at -20240.7145 eV. The value obtained for the energy above the lowest of the compared OMol25 structures with the same formula, charge and spin is 406.57 kJ/mol. The highest occupied orbital energy comes out at -0.3111 Eh. Its molecular weight is 132.184 g/mol.

CARTESIAN COORDINATES (ANGSTROEM)
H  -0.3967  -0.3403  2.2320
C  -0.7006  1.0720  -0.2585
H  -0.3563  -1.8728  -2.3062
O  1.3226  1.2818  -1.7096
C  -1.0059  0.4640  2.6477
C  0.7823  -1.8726  -0.7308
H  0.9797  -2.7843  -2.6067
C  0.2999  -2.4453  -1.7889
S  -0.9291  1.7838  1.3557
H  1.1968  1.7431  0.2235
H  -1.5030  0.7694  -0.9183
C  0.5815  1.4251  -0.6502
H  0.9862  1.4853  -2.4583
H  -1.8941  0.1644  3.1137
H  -0.3330  0.9006  3.4764
O  0.9698  -1.7742  0.3785



[2]
ORCA calculation (the ωB97M-V functional and the def2-TZVPD basis) on one molecule with the formula C5H8O2S.

As for the SMILES: C#CC(S)(OC)OC. The value obtained for the LUMO energy is 0.77 eV. The calculation puts the total energy at -20240.5529 eV. The value obtained for the energy above the lowest of the compared OMol25 structures with the same formula, charge and spin is 422.16 kJ/mol. The highest occupied orbital energy comes out at -0.3409 Eh. Its molecular weight is 132.184 g/mol.

CARTESIAN COORDINATES (ANGSTROEM)
H  -1.1923  -2.3361  1.5945
H  -1.2250  -0.7139  2.1742
O  1.0824  0.3224  -1.0643
H  2.8165  -0.1277  -1.6424
C  2.2855  -0.3787  -0.8056
C  -0.0140  0.2300  -0.1274
C  -1.2683  -1.2291  1.2801
C  -1.2381  0.6570  -0.8621
H  2.2458  -1.3793  -0.5423
H  -2.2496  -0.7559  0.7880
H  2.6925  0.1642  0.1244
C  -2.1530  1.2640  -1.3242
O  -0.1563  -1.0269  0.4289
S  0.3239  1.4115  1.3878
H  0.9563  2.4168  0.5967
H  -2.9062  1.4817  -2.0066



[3]
ORCA calculation (the ωB97M-V functional and the def2-TZVPD basis) on one molecule with the formula C5H8O3.

As for the SMILES: C#COCO[C@H](C)O. The value obtained for the LUMO energy is 0.88 eV. The calculation puts the total energy at -11453.5739 eV. The value obtained for the energy above the lowest of the compared OMol25 structures with the same formula, charge and spin is 380.66 kJ/mol. The highest occupied orbital energy comes out at -0.3625 Eh. Its molecular weight is 116.116 g/mol.

CARTESIAN COORDINATES (ANGSTROEM)
O  -0.3133  -0.4983  -0.4944
C  0.1460  2.2558  -1.7729
H  0.5096  -1.6311  -1.9466
O  1.5556  0.1260  -1.5857
H  -0.1482  3.1833  -2.1725
C  0.8762  -1.0080  -1.1241
H  -0.8114  -0.6893  2.8222
H  -0.6704  1.7580  0.3197
O  -0.9669  1.1307  1.0010
H  -0.2644  -2.0011  1.7631
H  1.5523  -1.5388  -0.4374
C  0.6418  1.1569  -1.6817
H  -1.8637  -1.2636  1.5174
C  -0.2391  -0.0359  0.8799
C  -0.8343  -1.0778  1.8083
H  0.8301  0.1332  1.1036



[4]
ORCA calculation (the ωB97M-V functional and the def2-TZVPD basis) on C5H8O3 as an isolated structure.

The value obtained for the LUMO energy is 0.48 eV. The calculation puts the total energy at -11449.9464 eV. The value obtained for the energy above the lowest of the compared OMol25 structures with the same formula, charge and spin is 730.66 kJ/mol. The highest occupied orbital energy comes out at -0.3223 Eh. Its molecular weight is 116.116 g/mol.

CARTESIAN COORDINATES (ANGSTROEM)
H  -0.0286  -0.8456  -2.5810
C  0.5186  -0.1448  1.9420
O  0.8336  -1.1187  -0.7181
H  -1.7929  0.6594  -2.0252
C  0.3555  -0.6831  0.4444
H  -0.6606  -1.1639  0.8871
H  -0.0904  1.2144  -1.6148
H  0.8737  1.4133  0.3404
C  -0.0212  0.6057  0.6176
H  -0.0395  -0.6184  2.7301
H  -1.1654  -1.6859  -1.5221
O  1.5791  0.4474  2.5438
H  2.1095  1.4352  2.0637
O  -1.1698  0.8019  -0.0618
C  -0.4082  -0.9080  -1.6715
C  -0.8934  0.5910  -1.3747